A 15-piece molecular cluster, C61H77BBrN15OP overall at a distorted geometry. Source: the Open Molecules 2025 dataset; level of theory: wB97M-V/def2-TZVPD.

```
157
Properties=species:S:1:pos:R:3:forces:R:3:lowdin_charge:R:1
H -0.5866 6.1476 6.1462 -0.02 -0.05 -0.02 0.0882
H 10.6847 2.1688 -5.2736 0.02 -0.02 0.05 0.0824
N 2.5699 -2.6074 -6.2295 0.01 -0.23 -0.11 0.0198
C -1.0558 2.8958 5.9254 -0.02 -0.06 0.03 -0.1420
H 1.4839 -4.2637 -7.0173 0.01 0.05 -0.04 0.1009
H -4.9987 1.3579 -1.9654 0.02 -0.08 -0.29 0.1354
C -6.9436 0.5242 -1.8345 -0.12 0.14 0.01 -0.1666
N -3.3391 7.2850 -1.5458 -0.01 0.00 -0.03 0.0075
C -2.2466 4.7800 5.7644 -0.11 0.04 0.04 -0.1565
H -7.4846 1.4342 -1.6256 -0.02 -0.05 -0.05 0.1063
C -7.3723 -0.7696 -1.9700 -0.07 0.09 0.05 -0.1065
H 1.1091 -3.1790 2.0272 -0.06 -0.04 -0.02 0.0870
C 3.2011 -0.2049 -0.4210 1.27 -0.14 -1.38 -0.3445
H 10.1170 -1.1868 -5.9210 -0.04 0.01 -0.03 0.0842
N -5.3978 0.9644 1.0336 0.10 -0.04 0.38 0.0092
H 9.9931 0.1632 -3.5770 -0.01 0.08 -0.07 0.1015
C 2.1038 -3.4088 -7.2347 -0.01 0.04 0.08 -0.1479
C 10.3356 0.7935 2.2963 0.08 0.01 -0.14 -0.1170
C 0.3367 -3.6766 2.5927 -0.01 0.13 -0.09 -0.0961
N -1.6334 -4.1760 3.4785 0.03 -0.02 0.04 -0.0038
H -1.0620 -12.0637 4.8834 0.00 0.06 0.00 0.0915
C 3.3287 -1.6064 -6.7578 0.17 0.12 0.15 -0.1487
H -3.9880 8.2981 -4.5733 0.03 -0.03 0.04 0.0875
C -8.4528 3.9225 3.3836 -0.07 0.12 -0.11 -0.1036
N -5.5833 0.5397 -2.0134 -0.07 0.01 -0.09 -0.0171
H -7.6725 4.4022 2.8124 0.00 -0.03 0.05 0.0792
C -0.7501 -5.1217 3.9272 -0.04 -0.03 0.06 -0.1696
H -4.0927 -9.7775 2.8895 0.01 0.04 -0.04 0.0948
C -4.7185 -8.4272 1.2220 -0.01 -0.11 0.07 -0.1183
H 3.8631 -1.1231 -8.8238 -0.04 -0.01 0.04 0.0849
H -1.0748 -5.9130 4.5848 0.00 0.06 -0.01 0.0831
H -6.2075 -2.6321 -2.4080 0.02 0.06 0.00 0.0930
C 7.0045 -0.3024 -6.5178 -0.25 -0.13 -0.02 -0.1309
H -6.0449 5.7616 0.4406 0.06 0.00 0.07 0.1427
H 12.6953 2.5854 -1.4550 -0.03 0.01 -0.05 0.1024
H 0.8596 0.9842 -4.5649 0.08 -0.02 -0.02 0.0882
C -4.0036 7.1241 -2.7311 -0.06 -0.02 0.07 -0.1468
H -3.5491 0.1045 3.5768 -0.02 -0.01 -0.06 0.0850
C 12.0990 2.2827 -2.3007 0.05 0.06 0.06 -0.1472
H 0.9541 -0.6315 1.9741 0.92 0.25 -0.43 0.0954
H -6.2137 0.2003 4.0943 0.02 -0.04 -0.06 0.0851
H 7.4637 1.0804 0.9433 0.06 -0.04 0.04 0.1327
C 9.0610 -1.1158 -6.1328 0.23 -0.17 0.03 -0.1344
C -1.0288 1.3079 -5.4811 0.10 0.00 0.14 -0.1366
C -4.6804 6.5812 1.8366 -0.06 0.13 0.00 -0.1555
H -9.8959 1.7188 5.3890 0.04 0.03 -0.03 0.1040
H -3.1330 2.8752 5.5242 0.07 0.06 -0.04 0.1400
H -5.1965 3.4743 1.0222 0.04 0.05 0.13 0.0868
H -3.2860 3.7994 2.9161 -0.01 0.03 -0.07 0.0846
C -2.1862 0.9076 -3.5986 0.01 0.05 0.07 -0.1319
N -2.3033 3.4143 5.7042 0.07 0.03 -0.01 0.0068
C -1.1080 -10.9984 5.0441 0.13 -0.02 -0.02 -0.1032
H -3.2814 -10.5859 5.3923 0.05 0.03 0.00 0.0941
P 3.0469 1.2668 -2.8661 0.10 -0.98 -1.17 0.6430
C 9.5652 0.9463 1.1729 -0.13 -0.05 -0.06 -0.1372
H -3.4233 6.6801 -0.7448 0.06 0.04 -0.04 0.1244
H 5.0420 1.2239 2.2538 -0.75 -0.38 -0.35 0.0721
C 3.3470 -1.7612 -8.1228 0.13 0.03 0.02 -0.1256
C -4.1641 0.7049 1.5679 0.06 0.10 -0.15 -0.1361
C -0.0398 -10.1384 5.0250 0.04 0.02 0.04 -0.1299
H 6.1134 0.2839 -6.6759 0.04 -0.01 0.06 0.1085
H -2.4278 -7.9759 3.3906 -0.06 -0.13 -0.17 0.0930
H -4.5104 -6.5294 0.0495 0.04 -0.03 0.04 0.0894
H 3.7904 -0.8687 -6.1178 -0.18 0.07 0.01 0.0983
C -4.8232 4.3775 1.4779 -0.11 -0.06 -0.08 -0.1390
H -0.8896 1.8306 5.9139 0.02 0.06 0.00 0.1041
C 8.1788 0.8620 2.9223 -0.07 -0.02 -0.06 -0.1409
C -2.3024 1.2534 -4.9691 -0.07 0.06 -0.22 -0.1250
H 7.2272 0.8724 3.4286 0.06 -0.03 0.00 0.0981
H -2.2106 9.8409 -3.2201 -0.01 -0.05 0.02 0.0871
C 10.6621 0.9961 -3.4282 -0.18 -0.04 -0.26 -0.1352
H -11.3988 3.5278 4.5260 0.09 -0.01 -0.04 0.1411
H -1.5044 -2.4742 2.1991 0.04 -0.05 -0.01 0.1086
H -4.9279 7.6215 1.6967 0.02 -0.04 0.03 0.1069
H -8.3928 -1.1079 -1.8819 0.05 0.03 0.00 0.0901
N -3.0834 -7.9184 2.6282 -0.05 0.10 -0.13 0.0159
N -0.5081 -8.8780 5.2746 -0.02 -0.06 -0.05 0.0118
H -3.1122 6.4727 3.3533 0.00 -0.03 -0.06 0.0848
C -9.5600 2.5019 4.7285 -0.02 0.01 0.04 -0.1380
N 6.9633 -1.6686 -6.5672 0.09 -0.02 -0.07 0.0183
H -1.9298 8.6891 -0.7803 -0.02 -0.01 -0.06 0.1054
C 9.4557 0.7396 3.4068 -0.12 0.02 0.11 -0.1166
H 0.0574 -8.0477 5.3245 -0.03 -0.08 -0.02 0.1386
C -2.2677 -10.2263 5.3099 -0.08 0.07 0.00 -0.1171
H 1.0103 -10.3143 4.8571 -0.06 -0.01 0.00 0.1081
H 8.6446 1.0836 -6.1363 -0.04 -0.04 0.00 0.0781
H 9.7278 0.6256 4.4443 -0.02 0.01 -0.05 0.0876
H 6.1372 -2.2188 -6.7427 -0.03 0.14 0.00 0.1306
C -3.1808 -6.8758 1.7482 0.02 0.11 0.01 -0.1366
H 1.3877 -5.3976 3.5650 -0.03 0.03 -0.03 0.0889
H 8.3919 -3.2370 -6.3433 0.01 0.06 0.02 0.1015
N 11.3102 1.1647 -2.2417 0.14 0.07 0.13 -0.0033
H -10.2703 5.1644 3.0026 0.05 -0.03 0.02 0.1023
C 2.9543 0.3115 2.1977 0.68 0.36 0.74 -0.0989
C 8.2926 0.0697 -6.2450 0.04 0.22 -0.02 -0.1215
N -10.4256 3.4663 4.2847 0.02 -0.02 -0.04 -0.0052
C -4.1891 -7.1601 0.8634 0.03 0.09 -0.01 -0.1116
H 11.2173 0.5580 -1.4461 0.09 0.02 -0.10 0.1243
H 2.3685 -3.3179 -9.4039 0.00 0.02 0.05 0.0806
C 11.9468 2.8382 -3.5458 0.04 -0.01 0.11 -0.1164
B 3.3124 -0.4815 -2.0510 0.33 0.83 1.33 -1.0697
N -0.1534 1.0135 -4.4733 -0.17 -0.03 0.03 0.0343
H 1.8421 1.8112 -2.2866 0.60 0.17 -0.06 0.0004
C 1.9066 -0.3471 1.4675 1.78 0.98 -0.06 -0.1584
C -3.7711 5.9712 2.6621 -0.03 0.17 -0.04 -0.1096
H -0.3341 0.5064 -2.4133 -0.04 -0.06 -0.05 0.0811
C -0.9514 5.1385 6.0351 -0.09 0.06 -0.02 -0.1128
H -3.2131 1.4397 -5.5178 0.04 -0.02 0.01 0.0803
H -5.5240 -8.9546 0.7352 0.05 0.01 0.02 0.0857
N 2.0355 -0.6053 0.1453 0.90 0.96 1.72 0.0393
C -0.9787 -3.2950 2.6603 0.00 0.05 0.03 -0.1296
C -5.1444 -0.7306 -2.2687 0.13 -0.14 0.07 -0.1250
C -4.0131 -8.8706 2.3124 -0.02 -0.04 0.08 -0.1446
H 9.8340 1.0319 0.1333 -0.06 0.06 0.06 0.0841
H -3.1315 5.3763 5.6107 0.04 -0.03 0.01 0.1011
H 12.4357 3.7315 -3.9017 -0.02 -0.04 0.03 0.0868
C -3.6330 8.1465 -3.5661 -0.11 -0.08 -0.05 -0.1184
C -9.7589 4.3329 3.4602 -0.03 0.04 0.00 -0.1445
C 0.4820 -4.8360 3.3961 -0.07 -0.13 0.10 -0.1057
H 2.7612 0.5185 3.2792 0.17 -0.24 -0.97 0.0846
N -5.3219 5.6037 1.1210 0.10 0.00 -0.04 -0.0023
H -2.9887 0.7774 -2.8919 0.08 0.03 -0.01 0.0407
H -7.3992 0.9361 1.7670 0.04 -0.01 0.05 0.1098
N 8.2516 0.9812 1.5609 0.19 0.04 0.11 0.0180
H -4.6819 6.2988 -2.8769 0.05 0.03 -0.04 0.1013
H -2.4282 -8.0233 5.6479 -0.01 -0.07 0.08 0.1100
C -8.3271 2.7604 4.1880 -0.06 -0.12 0.15 -0.1112
H -2.5252 -6.0235 1.8285 0.00 -0.06 -0.07 0.0919
C 11.0319 2.0224 -4.2631 -0.06 -0.17 0.06 -0.1088
H 2.3835 -2.7342 -5.2445 0.01 0.22 0.00 0.0605
O 2.9861 1.2470 -4.3923 -0.27 0.46 0.86 -0.5533
H -5.5729 1.2436 0.0825 -0.04 -0.35 0.18 0.0912
C -6.2300 -1.5664 -2.2450 0.10 0.04 0.00 -0.0942
H -7.4336 2.1805 4.3506 -0.04 0.06 -0.04 0.0686
H 4.4241 -0.8368 -2.3231 0.06 -0.13 -0.25 0.0253
H -4.0995 -0.9286 -2.4425 -0.08 -0.06 -0.02 0.1013
C 8.2146 -2.1736 -6.3413 -0.15 -0.03 0.03 -0.1452
Br 1.8803 -1.7165 -2.7468 -0.05 -0.22 -0.20 0.5713
C -2.5416 8.3937 -1.6172 -0.02 0.01 0.08 -0.1420
C 4.2475 0.7327 1.6601 -2.48 -1.75 -3.16 -0.0521
C -6.3560 0.7839 1.9932 -0.06 0.07 -0.09 -0.1384
H 11.4124 0.7288 2.3186 -0.05 0.01 -0.01 0.0866
C -5.7278 0.4130 3.1548 -0.14 0.02 -0.01 -0.1255
C -1.8669 -8.9220 5.4448 0.03 0.11 0.13 -0.1773
C -2.7044 8.9525 -2.8591 0.07 0.06 0.09 -0.1184
H -0.6722 1.5313 -6.4735 -0.03 -0.02 0.05 0.1053
C -0.8492 0.7637 -3.3251 0.25 0.09 -0.04 -0.1570
C -3.8618 4.5736 2.4336 -0.01 -0.15 0.00 -0.0969
H -3.2726 0.7872 0.9661 -0.02 -0.01 0.05 0.1135
H 5.2666 0.7127 -0.3745 -0.89 -0.40 0.32 0.0854
H 4.1229 2.0840 -2.3606 -0.62 0.04 -0.04 -0.0093
C 2.5667 -2.9072 -8.4258 -0.06 -0.16 -0.04 -0.1299
C 4.3613 0.4348 0.2065 -1.86 0.08 3.07 -0.0467
C -4.3359 0.3629 2.8846 0.15 0.02 -0.02 -0.1172
H -2.6104 -4.1357 3.7126 0.07 -0.01 -0.06 0.1445
H 0.8606 3.8578 6.3413 -0.05 -0.01 -0.03 0.0884
C -0.1951 3.9418 6.1370 0.04 -0.13 0.00 -0.1142
```
Forces are in eV/Å.

## Properties
**HOMO level**: -5.72 eV
**Net charge**: -1
**LUMO level**: 0.0557 Eh

---

One molecule with the formula C3H4N2. Source: the Open Molecules 2025 dataset; level of theory: wB97M-V/def2-TZVPD.

```
9
Properties=species:S:1:pos:R:3:forces:R:3:lowdin_charge:R:1
C 0.0746 -0.6653 -0.7187 -0.08 0.21 -0.57 -0.0987
N -0.3256 -0.8009 -1.8630 0.22 0.03 0.71 0.1630
H -1.1896 -0.2783 1.4818 0.04 -0.03 -0.18 0.0990
C 0.1563 1.1435 0.7443 -0.13 0.41 0.10 -0.0933
H -0.6701 1.4701 0.0772 0.24 0.00 0.16 0.0519
N -0.2314 0.0752 1.5775 -0.20 -0.12 0.06 -0.0204
H -0.1319 0.0388 -2.4205 -0.20 -0.20 -0.19 0.0962
C 0.6533 -0.3263 0.4606 0.21 -0.39 -0.13 -0.3329
H 1.6645 -0.6568 0.6607 -0.11 0.09 0.02 0.1352
```
Forces are in eV/Å.

## Properties
**Energy above the lowest of the compared OMol25 structures with the same formula, charge and spin**: 518.03 kJ/mol
**HOMO level (spin up / spin down)**: -7.53 / -7.53 eV
**LUMO level (spin up / spin down)**: 0.0062 / 0.0062 Eh

---

A 2-piece molecular cluster, C2H3NS2 overall at a distorted geometry. Source: the Open Molecules 2025 dataset; level of theory: wB97M-V/def2-TZVPD.

```
8
Properties=species:S:1:pos:R:3:forces:R:3:lowdin_charge:R:1
S 2.0368 -0.6783 0.1789 0.03 0.22 -0.06 0.5882
N -2.5591 -1.4730 -0.1560 0.08 0.23 0.06 0.1305
H -2.4488 -2.3997 0.1918 0.13 -0.16 0.18 0.0806
H 2.1188 1.3412 -1.0422 -0.02 0.10 -0.12 -0.0019
H 2.5633 1.5450 0.7385 0.04 0.16 0.06 -0.0034
C -2.1579 -0.3683 0.0568 -0.59 -1.01 -0.51 -0.9027
C 2.2610 0.8906 -0.0688 -0.06 -0.51 0.13 -0.5885
S -1.8142 1.1425 0.1011 0.39 0.95 0.27 0.6972
```
Forces are in eV/Å.

## Properties
**Energy above the lowest of the compared OMol25 structures with the same formula, charge and spin**: 90.02 kJ/mol
**HOMO level**: -8.89 eV
**SMILES string**: N=C=S.C=S
**LUMO level**: -0.0143 Eh

---

A 3-piece molecular cluster, C19H36FNO4P overall at a distorted geometry. Source: the Open Molecules 2025 dataset; level of theory: wB97M-V/def2-TZVPD.

```
62
Properties=species:S:1:pos:R:3:forces:R:3:lowdin_charge:R:1
C -3.2576 0.7673 1.7682 -1.15 -0.75 -0.73 -0.3964
H -1.4618 -0.2657 6.7777 2.24 1.05 -1.07 0.1057
C -1.1780 4.5884 1.2357 0.50 -1.48 -0.11 -0.1830
H 1.9942 -3.2455 -2.2713 0.00 -0.04 -0.18 0.0758
H 1.5047 2.5611 1.3529 -0.31 -2.54 1.46 0.1246
H -0.1893 -4.6061 -5.0398 0.16 -0.04 0.10 0.0850
C 1.8462 1.1480 3.3717 -2.68 -1.87 -4.09 0.0729
H -4.7559 0.8607 0.0028 -0.31 -0.19 2.39 0.0871
C 0.4145 0.4223 0.9687 0.29 -0.56 4.31 -0.0457
H 0.5942 -5.8665 -3.0405 -0.19 0.19 0.11 0.1414
P -2.0174 1.8814 0.8382 0.70 0.04 2.06 0.9772
C 0.7153 -4.2956 -4.5062 -0.12 -0.18 -0.28 -0.0570
H 2.8241 -4.7411 -2.7598 -0.08 0.09 0.08 0.0836
C 1.0286 2.3865 -5.7989 0.05 0.27 -0.26 -0.0653
H -0.4195 -3.2773 -2.4388 0.04 -0.43 -0.14 0.0826
H -2.8318 -0.3452 1.6963 -0.72 2.49 0.25 0.0875
H 0.4923 -1.7914 6.6409 1.04 2.33 -0.19 0.1557
H -3.2693 1.1142 2.8953 0.32 -0.62 -2.29 0.0996
H -2.7904 4.0774 -0.2946 0.09 -0.90 2.32 0.1027
N 1.5215 -0.2263 3.9935 -1.10 0.99 -3.62 -0.1169
F 1.3967 -0.2414 7.8405 -0.99 -1.00 -3.02 -0.0998
C -2.5396 3.7175 0.8054 0.31 1.84 -1.18 -0.3616
C 0.9902 -0.0863 -5.3610 -0.01 -0.35 -0.12 -0.0680
H 0.5269 2.6076 -4.8501 -0.04 -0.16 -0.04 0.0763
C 0.7391 -1.3064 3.2229 0.29 3.17 -2.38 0.0749
H 1.6023 -0.9905 -5.2752 -0.04 0.14 -0.11 0.0709
H 1.6681 3.2463 -6.0256 -0.07 -0.17 -0.04 0.0818
H -0.4311 -1.9187 1.1753 1.32 1.88 1.19 0.1207
H 1.5874 -4.6973 -5.0316 -0.10 0.09 0.03 0.0858
H 2.6342 0.4938 5.7467 -1.41 -2.08 -0.86 0.1533
C 0.6755 -4.7743 -3.0638 0.30 0.58 -0.20 -0.4998
C 1.3085 1.5033 1.8573 -0.39 -3.05 1.68 0.0286
H -1.4339 5.5829 1.7984 0.53 -1.99 -1.27 0.0882
H -0.4979 4.7493 0.2733 -1.60 -0.05 2.10 0.0926
C -0.1922 0.7551 -0.5472 3.18 -1.15 -6.02 -0.2717
H -0.3735 1.2790 6.8099 -0.17 -1.89 -1.24 0.0993
H -5.2861 -0.2447 1.5300 0.90 2.30 -1.05 0.0938
H 0.2700 2.2977 -6.5828 0.05 0.05 0.11 0.0816
C -0.5166 0.2524 6.2667 -0.34 -0.33 0.77 -0.0649
H -0.5565 3.8397 1.9234 -1.24 1.96 -1.12 0.0373
H 2.3856 0.9416 -6.6365 0.11 0.05 0.26 0.1420
O 0.5899 0.5145 -1.6303 -5.58 1.73 7.77 0.0071
H 1.8679 -4.6790 -1.2609 0.01 -0.07 -0.15 0.0753
H 0.2304 -0.2493 -6.1317 0.05 -0.01 0.10 0.0846
H 0.5865 -2.3276 3.7933 0.38 2.40 -1.30 0.1498
O -0.4830 -4.2467 -2.4229 -0.31 0.12 0.31 -0.0670
H 2.3859 1.4377 -3.8352 0.13 -0.11 -0.40 0.0780
C 1.8583 1.1169 -5.6924 -0.47 0.09 0.46 -0.4974
H -0.7885 0.3935 5.1371 0.74 -0.23 2.12 0.0680
C 0.1549 -1.0552 1.7070 2.24 2.65 2.37 0.0494
H 2.4457 1.9667 3.9569 -1.33 -2.09 -0.99 0.1417
H -5.3716 1.6485 1.6890 1.05 -1.59 -1.34 0.0824
C 2.0131 -0.4612 5.4064 0.90 -0.01 1.59 -0.1195
O 2.8449 1.2814 -4.6771 0.23 0.03 0.18 -0.0594
H 0.4871 0.0471 -4.3966 -0.02 0.14 -0.10 0.0642
O -1.5914 1.2651 -0.7334 3.28 -1.13 1.83 -0.2631
C -4.7854 0.7764 1.1724 0.16 -0.65 0.91 -0.1714
C 1.9160 -4.3381 -2.3006 0.18 -0.19 0.24 -0.0670
H 2.7450 -1.3867 5.4471 -1.55 1.91 -0.28 0.1571
C 0.8277 -0.6633 6.5232 -1.07 0.37 0.46 -0.2519
H -3.4061 4.0079 1.5363 1.50 -1.00 -1.47 0.0986
H 0.7509 -3.2015 -4.5552 0.12 -0.07 0.09 0.0624
```
Forces are in eV/Å.

## Properties
**Energy above the lowest of the compared OMol25 structures with the same formula, charge and spin**: 1222.33 kJ/mol
**HOMO level**: -11.30 eV
**Net charge**: +1
**LUMO level**: -0.1961 Eh

---

One molecule with the formula C4H8NO2 at a distorted geometry. Source: the Open Molecules 2025 dataset; level of theory: wB97M-V/def2-TZVPD.

```
15
Properties=species:S:1:pos:R:3:forces:R:3:lowdin_charge:R:1
H -0.0177 -2.0863 -1.8636 0.12 0.16 0.24 0.0889
H 1.3821 -0.2294 0.9958 0.16 -0.31 0.18 0.1337
H -0.5686 -0.4188 -2.1542 -0.29 -0.13 0.39 0.0964
O -1.5500 -2.1713 0.1628 -0.06 -0.05 0.34 0.0497
H 0.8102 -0.6279 -1.1500 0.60 -0.23 -0.49 0.0448
C -0.1996 1.1814 0.5758 -0.49 -0.72 0.00 -0.1537
H -0.6323 1.8949 1.2978 0.41 -0.29 -0.27 0.1225
C -0.9023 -1.1829 -0.1097 -0.55 0.25 -1.39 -0.5391
C 1.3007 0.8481 0.8415 -0.92 0.81 -0.92 -0.2719
H 1.6191 1.3253 1.7729 0.57 0.07 -0.15 0.1206
H -0.2682 1.6221 -0.4258 0.05 0.07 0.12 0.1135
C -0.1276 -1.0994 -1.4139 0.33 0.34 0.52 0.0114
N -1.0044 -0.0426 0.6688 -0.17 -0.72 -0.29 0.0311
O 2.0842 1.1005 -0.2752 -0.02 0.02 1.03 0.0149
H -1.9258 -0.1138 1.0769 0.27 0.74 0.69 0.1371
```
Forces are in eV/Å.

## Properties
**Energy above the lowest of the compared OMol25 structures with the same formula, charge and spin**: 74.84 kJ/mol
**HOMO level (spin up / spin down)**: -9.73 / -9.70 eV
**Spin multiplicity**: 2
**Expectation value of S²**: 0.754
**LUMO level (spin up / spin down)**: 0.0306 / -0.0696 Eh

---

no.,E_tot (eV)
1,-168912.5547
2,-6150.5318
3,-25281.6371
4,-41954.0353
5,-9860.4470